This record from the OMol25 dataset describes C12H9N in the gas phase. The level of theory is ωB97M-V/def2-TZVPD.

```
22
Properties=species:S:1:pos:R:3
C -3.3547 1.1986 0.0256
C 2.3497 0.9425 0.4530
C 1.8998 2.1576 0.1748
C 1.6505 -0.2722 0.2930
C 0.6048 2.2572 -0.1989
C 0.3518 -0.1888 -0.1874
C -0.1131 1.1169 -0.3055
C -1.2998 -1.6190 0.7901
C -2.2811 -0.7440 1.1173
C -1.8547 -0.5636 -1.1985
C -0.6450 -1.2728 -0.5108
C -2.5538 0.1031 -0.0377
N -3.9515 2.1450 0.2702
H 3.3616 0.8206 0.6949
H 2.3727 3.1745 0.2688
H 2.2208 -1.2076 0.4852
H 0.0180 3.1786 -0.3752
H -0.7826 -2.4720 1.3084
H -2.9690 -0.5081 1.8984
H -1.6405 0.2522 -1.8256
H -2.4551 -1.3419 -1.6099
H -0.2856 -2.1199 -0.8927
```

energy relative to the best compared isomer or geometry (same formula, charge and spin)	136.3	kcal per mole
frontier orbital gap (spin up / spin down)	8.049 / 7.724	eV
HOMO energy (spin up / spin down)	-9.012 / -7.988	eV
2S+1	1
E_LUMO (spin up / spin down)	-0.03539 / -0.00971	Eh



This record from the OMol25 dataset describes C12H9N in the gas phase. The level of theory is ωB97M-V/def2-TZVPD.

```
22
Properties=species:S:1:pos:R:3
C 0.5492 2.0409 -3.3334
C 0.9673 1.7666 -2.1203
C 1.6870 1.4964 -1.1108
N 2.2624 1.2182 -0.0640
C 1.5415 0.9426 1.1723
C 0.4118 1.9254 1.3274
C -0.7560 1.3480 1.0319
C -0.5643 -0.0789 0.8324
C -1.4608 -1.0979 0.5654
C -0.9738 -2.3951 0.4686
C 0.3770 -2.6663 0.6265
C 1.2859 -1.6445 0.8801
C 0.8025 -0.3606 0.9878
H -0.5019 2.1705 -3.5488
H 1.2370 2.1650 -4.1605
H 2.2717 0.9384 1.9846
H 0.5915 2.9670 1.5279
H -1.7175 1.8288 0.9935
H -2.5113 -0.8910 0.4294
H -1.6581 -3.2053 0.2630
H 0.7312 -3.6840 0.5490
H 2.3399 -1.8544 0.9881
```

energy relative to the best compared isomer or geometry (same formula, charge and spin)	84.2	kcal per mole
frontier orbital gap	8.503	eV
SMILES string	C=C=C=N[C@H]1C=Cc2ccccc21
HOMO energy	-8.428	eV
2S+1	1
E_LUMO	0.00273	Eh



This record from the OMol25 dataset describes C12H9N4O5PS2 as an isolated structure. The level of theory is ωB97M-V/def2-TZVPD.

```
33
Properties=species:S:1:pos:R:3
N -0.7645 -0.3756 -0.5991
C 0.3577 -0.2843 -1.4250
C 0.8212 1.0251 -1.9013
C 1.8979 1.1367 -2.7359
P 2.4110 2.8110 -3.3527
N 2.7043 3.8013 -1.9656
O 1.0009 3.4568 -3.9747
C 2.6072 -0.0534 -3.1153
N 3.6988 -0.1614 -3.8918
S 4.0414 -1.7430 -3.9927
N 2.8531 -2.4363 -3.0721
C 2.1707 -1.3649 -2.6567
C 1.0048 -1.4481 -1.8087
S 0.4614 -3.0873 -1.2994
H -0.9107 0.5778 -0.2657
H -0.5746 -0.9390 0.2444
H 0.2560 1.8951 -1.5541
H 3.4696 3.3483 -1.4687
H 1.8626 3.7749 -1.3841
H 0.7685 3.0103 -4.7964
H -0.2350 -3.4553 -2.4116
C -2.1285 0.4830 4.4067
C -1.2480 -0.0736 3.4933
C -1.6697 -1.4634 2.9679
O -1.0186 -2.0572 2.0857
C -2.8368 -2.0767 3.5185
C -3.7194 -1.5284 4.4480
C -3.3560 -0.0917 4.8992
O -4.0726 0.5699 5.6613
O -4.7394 -2.0633 4.9299
O -0.1783 0.4264 3.0564
H -1.9116 1.4657 4.8181
H -3.0235 -3.0793 3.1425
```

frontier orbital gap	3.078	eV
HOMO energy	-0.079	eV
charge	-2
2S+1	1
E_LUMO	0.11019	Eh



This record from the OMol25 dataset describes C12H9NS2 in the gas phase. The level of theory is ωB97M-V/def2-TZVPD.

```
24
Properties=species:S:1:pos:R:3
S 4.0059 -1.5173 2.5119
C 2.9634 -0.6435 1.3636
C 3.4682 -0.2366 0.1337
C 2.6492 0.4610 -0.7451
C 1.3294 0.7391 -0.4151
C 0.8204 0.3239 0.8163
C 1.6488 -0.3516 1.7075
N -0.5147 0.6267 1.1330
C -1.4962 0.4570 0.1389
C -2.7404 -0.0964 0.4342
C -3.6844 -0.2602 -0.5729
C -3.4050 0.1566 -1.8667
C -2.1740 0.7352 -2.1597
C -1.2162 0.8811 -1.1620
S 0.3124 1.7037 -1.4848
H 3.7342 -2.7436 2.0568
H 4.4912 -0.4756 -0.1203
H 3.0210 0.7469 -1.7208
H 1.2529 -0.7013 2.6527
H -0.7958 0.2566 2.0289
H -2.9520 -0.4328 1.4422
H -4.6467 -0.6987 -0.3466
H -4.1351 0.0327 -2.6541
H -1.9367 1.0373 -3.1718
```

frontier orbital gap	8.474	eV
SMILES string	Sc1ccc2c(c1)Nc1ccccc1S2
HOMO energy	-7.782	eV
2S+1	1
E_LUMO	0.02545	Eh



This record from the OMol25 dataset describes a 11-piece molecular cluster, C131H106N4O19 overall. The level of theory is ωB97M-V/def2-TZVPD.

```
260
Properties=species:S:1:pos:R:3
O 0.0966 -7.0280 -5.7757
C 0.9865 -7.4262 -4.9189
C 1.7355 -8.7081 -5.0217
C 1.4453 -9.5761 -6.0807
C 2.3336 -10.6239 -6.3437
C 3.4392 -10.8993 -5.5389
C 3.6993 -9.9897 -4.4323
C 2.7974 -8.9280 -4.1605
C 3.0853 -8.0577 -2.9807
O 4.0153 -8.4252 -2.1945
C 2.2608 -6.8371 -2.7817
C 2.3403 -6.0337 -1.6286
C 1.3170 -5.0357 -1.3686
C 0.3375 -4.8956 -2.2626
C 0.1059 -5.7794 -3.2952
C 1.1562 -6.5979 -3.7430
H 0.7049 -9.3375 -6.8299
H 2.0971 -11.2377 -7.2002
H 4.1430 -11.6898 -5.7538
H 4.5698 -10.0626 -3.7971
H 2.9568 -6.3324 -0.7937
H 1.3515 -4.4302 -0.4749
H -0.3892 -4.1018 -2.1727
H -0.6740 -5.5957 -4.0195
O 7.3930 1.6566 -1.1698
C 6.3169 1.5539 -1.9294
C 5.6520 0.2560 -2.1370
C 6.2223 -0.8032 -1.3503
C 5.6424 -2.0689 -1.5813
C 4.5850 -2.2396 -2.4235
C 4.0344 -1.1384 -3.0799
C 4.4844 0.1427 -2.9259
C 3.7827 1.2915 -3.5370
O 2.7419 1.1466 -4.2065
C 4.5994 2.5375 -3.5823
C 4.2846 3.6634 -4.4820
C 5.1958 4.7209 -4.7143
C 6.4371 4.7944 -4.0371
C 6.6640 3.8472 -3.0081
C 5.7751 2.6850 -2.7697
H 6.9920 -0.6165 -0.6160
H 6.0269 -2.9449 -1.0800
H 4.3296 -3.2851 -2.5145
H 3.0459 -1.3535 -3.4579
H 3.5343 3.6872 -5.2584
H 5.0673 5.5510 -5.3932
H 6.9575 5.7244 -4.2122
H 7.6617 3.9413 -2.6056
O 3.9188 -6.1419 1.2503
C 4.8122 -5.2642 1.3417
C 4.6422 -4.0947 2.2729
C 3.3952 -3.7834 2.9009
C 3.2064 -2.6021 3.6505
C 4.2838 -1.7262 3.6995
C 5.5381 -2.0382 3.0861
C 5.8440 -3.2524 2.4451
C 7.1665 -3.5502 1.7800
O 8.1845 -2.9794 2.0817
C 7.2139 -4.7009 0.9507
C 8.4565 -4.9535 0.2726
C 8.5996 -5.9415 -0.6756
C 7.4045 -6.5785 -1.1278
C 6.1878 -6.3543 -0.5476
C 6.0331 -5.4589 0.5681
H 2.5689 -4.4762 2.8412
H 2.4161 -2.3976 4.3576
H 4.2577 -0.9056 4.4011
H 6.3093 -1.3301 3.3511
H 9.3389 -4.3360 0.3531
H 9.5051 -6.0461 -1.2548
H 7.3179 -7.2884 -1.9371
H 5.3334 -6.9211 -0.8869
O 1.1630 1.4109 4.8781
C 2.0599 1.8877 5.5557
C 1.8373 2.4245 6.9711
C 0.5178 2.4223 7.5134
C 0.2935 3.0498 8.7092
C 1.3359 3.6469 9.4132
C 2.6479 3.5500 8.9891
C 2.9642 2.9734 7.7090
C 4.3657 2.8691 7.2419
O 5.3362 3.1862 7.9802
C 4.5575 2.2537 5.8601
C 5.8432 2.0947 5.2797
C 6.1188 1.6042 3.9886
C 4.9740 1.2321 3.1885
C 3.7218 1.3414 3.7456
C 3.4774 1.8849 4.9735
H -0.3372 1.9826 7.0214
H -0.7127 3.2415 9.0515
H 1.2438 4.0580 10.4077
H 3.3199 4.0398 9.6782
H 6.6733 2.4903 5.8461
H 7.1162 1.6319 3.5753
H 5.0322 0.9295 2.1535
H 2.8278 1.0481 3.2154
O -8.7519 2.6776 1.5890
C -8.6288 2.5622 0.3615
C -9.8389 2.3532 -0.4350
C -11.1065 2.4692 0.1386
C -12.3130 2.2716 -0.5319
C -12.2695 1.9828 -1.9271
C -11.0312 1.7595 -2.5385
C -9.8336 1.8839 -1.7974
C -8.5906 1.6611 -2.4843
O -8.5681 1.1859 -3.6108
C -7.3179 2.0060 -1.6642
C -6.0473 1.8836 -2.2205
C -4.8532 2.0073 -1.4989
C -4.9602 2.4772 -0.1569
C -6.1975 2.4877 0.4213
C -7.3965 2.3992 -0.3471
H -11.0530 2.7026 1.1918
H -13.2281 2.4889 -0.0011
H -13.2374 1.8851 -2.3962
H -11.1507 1.4705 -3.5723
H -5.9633 1.5002 -3.2267
H -3.8538 1.7641 -1.8284
H -4.1240 2.5906 0.5171
H -6.2519 2.6679 1.4847
O -4.2225 -0.1563 -4.8673
C -3.9561 -1.2120 -5.4696
C -5.0439 -2.1802 -5.9746
C -6.3810 -1.7448 -5.6841
C -7.4860 -2.3979 -6.3679
C -7.2319 -3.5044 -7.1483
C -5.9298 -4.0225 -7.2517
C -4.8086 -3.4258 -6.6328
C -3.2913 -3.7948 -6.8516
O -2.9773 -4.6889 -7.6680
C -2.2285 -3.0281 -6.0469
C -0.9944 -3.5423 -5.7745
C 0.0205 -2.8318 -5.1327
C -0.3050 -1.6242 -4.5842
C -1.5733 -1.0755 -4.6994
C -2.5376 -1.8028 -5.4413
H -6.7106 -0.8584 -5.1624
H -8.5130 -2.0804 -6.2636
H -8.0485 -3.9522 -7.6952
H -5.9327 -4.9600 -7.7879
H -0.6999 -4.4559 -6.2695
H 1.0097 -3.2357 -4.9755
H 0.3961 -1.1649 -3.9031
H -1.7122 -0.2744 -3.9885
O -3.0607 -4.5017 9.7892
C -2.8608 -3.8834 8.7280
C -1.6671 -2.9800 8.5630
C -0.8027 -2.7657 9.6075
C 0.2758 -1.8228 9.5851
C 0.4530 -1.1849 8.4045
C -0.4103 -1.3386 7.3298
C -1.5047 -2.1858 7.4067
C -2.4646 -2.2131 6.2244
O -2.5237 -1.4528 5.2661
C -3.4280 -3.3437 6.2377
C -4.2875 -3.5829 5.1599
C -5.2185 -4.6567 5.0947
C -5.4648 -5.3562 6.2867
C -4.5845 -5.1400 7.3745
C -3.6665 -4.0980 7.3883
H -0.8426 -3.2763 10.5583
H 0.8880 -1.6904 10.4649
H 1.2984 -0.5148 8.4563
H -0.2867 -0.7010 6.4668
H -4.1710 -2.8808 4.3476
H -5.7002 -4.8636 4.1504
H -6.1963 -6.1445 6.3865
H -4.6158 -5.7674 8.2531
O 1.4477 5.2563 0.9676
C 2.0313 5.4360 1.9852
C 3.5628 5.1227 2.1377
C 4.1564 4.4500 1.0585
C 5.4844 4.2143 1.0593
C 6.3268 4.5747 2.1111
C 5.7399 5.1293 3.2811
C 4.3138 5.3366 3.3567
C 3.5837 5.8795 4.5274
O 4.2727 6.3373 5.4666
C 2.0701 5.8473 4.5342
C 1.3607 6.0980 5.7645
C 0.0219 5.9257 5.8635
C -0.6730 5.6055 4.6927
C -0.0321 5.4531 3.4765
C 1.3402 5.6018 3.3361
H 3.5546 4.2828 0.1774
H 5.8560 3.9277 0.0865
H 7.3936 4.4553 1.9926
H 6.3421 5.3991 4.1361
H 1.9084 6.4113 6.6411
H -0.4523 5.8466 6.8305
H -1.7357 5.5406 4.8737
H -0.5316 5.2449 2.5418
C 0.0962 -1.6061 3.0381
C -0.3509 -0.8568 1.6202
C -1.1229 -1.7623 0.6197
C -1.4117 0.2173 2.1166
C -1.7330 1.1753 1.0947
C -0.4733 1.9755 0.5870
C 0.7706 1.0401 0.2428
C 0.6041 0.7264 -1.2563
C 2.0524 1.8911 0.3938
N 0.8226 -0.1649 1.0916
O 2.0358 -0.8884 0.9119
H -0.7621 -1.9088 3.6378
H 0.6807 -2.4921 2.7900
H 0.7090 -0.9331 3.6378
H -2.0145 -2.2384 1.0277
H -1.3692 -1.2545 -0.3128
H -0.4512 -2.3959 0.0405
H -2.3105 -0.3643 2.3213
H -1.0705 0.7325 3.0145
H -2.2503 0.5618 0.3570
H -2.5600 1.8399 1.3446
H -0.1117 2.6981 1.3186
H -0.7865 2.5673 -0.2731
H 0.4970 1.5958 -1.9050
H -0.3041 0.2324 -1.6014
H 1.2832 0.0074 -1.7144
H 2.3912 2.2986 1.3463
H 2.1303 2.7068 -0.3250
H 2.9337 1.3103 0.1218
H 2.4872 -0.8320 1.7573
C -2.7036 3.2050 -3.8404
C -1.7251 3.6793 -4.9545
C -0.3025 3.6588 -4.3171
C -1.5861 2.8278 -6.2964
C -2.8157 2.9594 -7.3634
C -2.9631 4.4431 -7.6667
C -3.2601 5.2938 -6.4643
C -3.2117 6.6668 -7.1687
C -4.7462 5.1420 -5.9685
N -2.1714 5.0952 -5.4063
O -2.1394 6.0840 -4.3911
H -3.7110 2.9569 -4.1747
H -2.4290 2.1575 -3.7163
H -2.4936 3.7798 -2.9384
H -0.2904 4.2703 -3.4149
H 0.2033 2.7445 -4.0067
H 0.3596 4.0981 -5.0633
H -0.6722 2.8194 -6.8904
H -1.7403 1.8037 -5.9565
H -2.6936 2.2644 -8.1941
H -3.7482 2.5993 -6.9287
H -3.7646 4.4961 -8.4035
H -2.0593 4.7949 -8.1643
H -3.4416 7.2950 -6.3081
H -4.0359 6.7683 -7.8747
H -2.2100 6.7982 -7.5781
H -5.0610 4.1270 -5.7265
H -5.4840 5.5615 -6.6525
H -4.9298 5.7298 -5.0691
H -1.2662 6.4610 -4.5209
N -3.2341 2.4907 5.2697
C -3.7099 3.0940 4.1838
N -2.8537 3.2878 3.2180
O -4.7992 3.6670 4.1052
H -3.8525 2.0717 5.9495
H -2.2304 2.5717 5.3478
H -1.9622 2.8926 2.9551
H -3.1021 4.0569 2.6124
```

energy relative to the best compared isomer or geometry (same formula, charge and spin)	0.0	kcal per mole
frontier orbital gap	6.119	eV
SMILES string	O=C1c2ccccc2C(=O)c2ccccc21.O=C1c2ccccc2C(=O)c2ccccc21.O=C1c2ccccc2C(=O)c2ccccc21.O=C1c2ccccc2C(=O)c2ccccc21.O=C1c2ccccc2C(=O)c2ccccc21.O=C1c2ccccc2C(=O)c2ccccc21.O=C1c2ccccc2C(=O)c2ccccc21.O=C1c2ccccc2C(=O)c2ccccc21.CC1(C)CCCC(C)(C)N1O.CC1(C)CCCC(C)(C)N1O.NC(N)=O
HOMO energy	-7.887	eV
2S+1	1
E_LUMO	-0.06495	Eh



This record from the OMol25 dataset describes C13H10AsClF6IrN3O6S3Sb as an isolated structure. The level of theory is ωB97M-V/def2-TZVPD.

```
45
Properties=species:S:1:pos:R:3
Ir 0.7827 -0.7349 -1.4324
O 3.1260 -3.0582 3.4124
C 1.9316 -2.5690 3.7053
O 1.4622 -2.6280 4.8084
C 1.1740 -1.9032 2.5983
C -0.0569 -1.2721 2.7467
Cl -1.0242 -1.0332 4.1044
N -0.4453 -0.7928 1.5480
N 0.4767 -1.0932 0.6234
C 1.4552 -1.7468 1.2358
C 2.6252 -2.0936 0.3773
O 3.5746 -2.7205 0.7973
O 2.5240 -1.6628 -0.8521
C -1.5633 0.0591 1.2485
C -1.4157 1.4202 1.4666
C -2.4653 2.2604 1.1240
C -3.6315 1.7294 0.5870
C -3.7610 0.3605 0.3853
C -2.7186 -0.4911 0.7199
H 3.3905 -2.9130 2.4720
H -0.4867 1.8147 1.8582
H -2.3588 3.3272 1.2641
H -4.4459 2.3891 0.3172
H -4.6619 -0.0472 -0.0517
H -2.7860 -1.5562 0.5445
N -0.4782 0.9503 -1.7261
C -1.6402 0.6786 -2.5895
C -2.1308 -0.7452 -2.3723
O -3.2448 -1.0806 -2.6954
O -1.2426 -1.5363 -1.8235
H -0.7814 1.2840 -0.8114
H 0.1062 1.7058 -2.0940
H -1.3344 0.7750 -3.6321
H -2.4474 1.3822 -2.3962
S 4.1034 -2.9414 -2.8828
Sb 2.1363 -2.5536 -4.0971
S 0.7401 -3.3008 -2.2563
S 1.6185 -0.2503 -3.4441
F 1.7182 1.2549 -0.0685
As 2.0228 2.9933 -0.3817
F 2.0802 3.2439 1.3162
F 0.2792 3.1929 -0.3481
F 2.2421 4.6475 -0.7440
F 1.8537 2.6046 -2.0939
F 3.6976 2.6505 -0.4676
```

energy relative to the best compared isomer or geometry (same formula, charge and spin)	1.1	kcal per mole
frontier orbital gap (spin up / spin down)	8.388 / 6.495	eV
HOMO energy (spin up / spin down)	-9.920 / -10.379	eV
2S+1	6
E_LUMO (spin up / spin down)	-0.05628 / -0.14275	Eh



Per-record electronic energy, Eh: -517.23004; -517.31296; -2195.67559; -1313.82861; -6703.82712; -5951.52947